No. 1
The following is a quantum chemistry calculation of a structure of composition C31H42BF5N4O2PPdS, from OMol25.

Calculated values
Molecular weight (g/mol): 777.97
DFT total energy (Ha): -2967.30893
Total charge: +1
E_HOMO (alpha / beta) (hartree): -0.41042 / -0.41089

Atoms and positions in Å:
Pd: -0.454 -0.148 -0.093
F: 3.849 0.104 5.542
C: 3.438 0.046 4.281
C: 2.074 0.042 3.980
F: 1.172 0.081 4.956
C: 1.670 0.001 2.654
F: 0.334 -0.003 2.352
C: 2.583 -0.041 1.593
S: 2.096 -0.068 -0.065
C: 3.947 -0.051 1.922
F: 4.848 -0.097 0.942
C: 4.373 -0.006 3.243
F: 5.672 -0.009 3.518
C: -4.984 -7.384 -2.978
C: -5.194 -6.020 -2.322
C: -6.069 -5.162 -3.250
C: -5.918 -6.226 -0.983
C: -3.890 -5.291 -2.067
C: -2.647 -5.834 -2.417
C: -1.449 -5.179 -2.196
C: -1.515 -3.934 -1.604
O: -0.534 -3.056 -1.278
B: -1.158 -1.966 -0.676
O: -2.535 -2.157 -0.686
C: -2.754 -3.381 -1.241
C: -3.943 -4.033 -1.462
H: -5.945 -7.870 -3.118
H: -4.375 -8.028 -2.352
H: -4.517 -7.281 -3.953
H: -7.009 -5.672 -3.441
H: -5.564 -4.999 -4.200
H: -6.292 -4.194 -2.808
H: -6.838 -6.778 -1.145
H: -6.170 -5.280 -0.512
H: -5.291 -6.792 -0.298
H: -2.606 -6.806 -2.878
H: -0.507 -5.617 -2.475
H: -4.874 -3.574 -1.171
N: -0.835 1.756 -0.712
P: -1.003 2.260 -2.179
N: -0.243 1.382 -3.412
C: -0.708 1.265 -4.778
C: -0.843 -0.196 -5.202
C: 0.505 -0.929 -5.078
C: 1.502 -0.094 -4.272
C: 0.819 0.471 -3.038
N: -0.494 3.854 -2.280
C: 0.029 4.404 -3.518
C: -0.179 5.922 -3.570
C: 0.406 6.590 -2.333
C: -0.220 5.972 -1.090
C: 0.060 4.471 -1.084
N: -2.606 2.270 -2.745
C: -3.455 3.377 -2.329
C: -4.913 3.061 -2.634
C: -5.403 1.844 -1.838
C: -4.258 0.856 -1.599
C: -3.241 0.963 -2.729
H: 0.016 1.751 -5.441
H: -1.660 1.790 -4.871
H: -1.200 -0.220 -6.230
H: -1.592 -0.680 -4.576
H: 0.922 -1.139 -6.063
H: 0.354 -1.885 -4.578
H: 1.894 0.718 -4.883
H: 2.346 -0.705 -3.964
H: 1.532 1.001 -2.395
H: 0.402 -0.381 -2.442
H: -0.488 3.926 -4.352
H: 1.105 4.198 -3.598
H: -1.244 6.147 -3.634
H: 0.301 6.300 -4.473
H: 0.214 7.662 -2.364
H: 1.488 6.446 -2.308
H: -1.296 6.155 -1.088
H: 0.202 6.411 -0.187
H: -0.394 3.981 -0.221
H: 1.147 4.320 -1.045
H: -3.133 4.270 -2.872
H: -3.334 3.575 -1.257
H: -5.009 2.870 -3.705
H: -5.521 3.935 -2.401
H: -6.202 1.358 -2.399
H: -5.822 2.157 -0.884
H: -4.633 -0.165 -1.549
H: -3.736 1.065 -0.658
H: -3.748 0.804 -3.689
H: -2.459 0.201 -2.601

Force components x, y, z for each atom (eV/Å):
Pd 1.919 2.205 0.384
F -0.147 -0.036 -0.312
C -0.081 -0.004 -0.297
C 0.051 -0.007 -0.041
F 0.141 0.008 -0.121
C -0.017 -0.107 -0.343
F 0.772 -0.019 0.588
C -0.213 0.091 1.011
S -2.054 -0.507 -0.764
C -0.415 0.133 0.089
F -0.023 0.012 0.113
C -0.151 -0.013 0.003
F -0.210 -0.001 0.005
C -0.021 0.225 0.121
C -0.295 -0.029 -0.009
C 0.137 -0.128 0.068
C 0.102 -0.040 -0.158
C 0.278 0.005 -0.022
C -0.386 0.050 0.054
C 0.402 0.533 0.230
C -1.713 -0.375 -0.020
O 1.193 1.525 0.767
B -0.701 -0.998 -1.563
O 0.576 1.463 0.845
C 0.732 -1.184 -0.670
C 0.201 0.199 0.088
H -0.138 -0.058 -0.023
H 0.102 -0.159 0.048
H 0.100 -0.053 -0.155
H -0.159 -0.047 -0.049
H 0.010 0.035 -0.109
H -0.050 0.101 0.029
H -0.150 -0.069 0.011
H -0.041 0.099 0.069
H 0.034 -0.075 0.106
H -0.012 -0.094 -0.060
H 0.174 -0.090 -0.047
H -0.112 0.019 0.030
N 0.240 -3.569 2.511
P -0.351 1.607 -5.104
N -0.380 0.360 1.721
C -0.499 -0.100 -0.514
C 0.040 0.156 0.038
C 0.124 0.088 -0.045
C -0.133 -0.177 0.070
C 0.472 -0.343 0.375
N -0.315 -1.298 0.658
C -0.268 0.284 -0.432
C 0.200 -0.215 -0.053
C -0.316 0.036 -0.021
C 0.336 -0.154 0.042
C -0.232 0.366 0.469
N 1.605 0.072 0.682
C -0.326 0.756 0.071
C 0.066 0.002 0.095
C 0.068 0.031 -0.029
C 0.085 -0.043 -0.063
C -0.270 -0.517 0.166
H -0.130 0.144 0.022
H 0.111 -0.020 -0.060
H -0.115 -0.054 -0.024
H -0.111 -0.018 -0.030
H -0.015 -0.054 0.025
H 0.040 -0.102 -0.008
H 0.104 0.084 0.029
H 0.113 -0.031 0.033
H -0.036 -0.152 -0.153
H 0.297 0.245 -0.346
H 0.146 0.050 -0.059
H -0.016 -0.128 -0.032
H -0.076 -0.023 -0.042
H -0.053 0.021 -0.059
H 0.063 0.065 -0.003
H 0.099 0.022 0.003
H -0.083 -0.040 0.048
H -0.028 0.041 0.076
H 0.194 0.180 0.040
H 0.021 -0.085 0.050
H -0.103 -0.063 0.164
H -0.133 0.106 -0.005
H -0.022 0.082 -0.022
H 0.013 0.028 -0.093
H -0.066 -0.031 0.053
H -0.065 0.029 0.045
H 0.020 -0.054 0.085
H -0.122 -0.018 -0.048
H 0.187 -0.199 -0.006
H -0.220 0.024 -0.219

These are the Mulliken partial charges, in e, on atoms 1 to 6: atom 1 (Pd): 0.690, atom 2 (F): -0.264, atom 3 (C): 0.559, atom 4 (C): -0.205, atom 5 (F): -0.277, atom 6 (C): 0.111


No. 2
The following is a quantum chemistry calculation of the molecule C5H7Cl, from OMol25.

Calculated values
Structure (SMILES): C#CC(C)(C)Cl
Molecular weight (g/mol): 102.56
DFT total energy (Ha): -654.82389
E_HOMO (hartree): -0.38064

Atoms and positions in Å:
C: 0.360 0.626 -1.209
C: 0.354 -0.307 0.011
C: 0.509 0.545 1.261
C: -0.858 -0.959 0.013
C: -1.867 -1.547 0.020
H: 1.371 1.081 -1.437
H: 0.107 0.277 -2.193
H: -0.390 1.468 -0.990
H: 1.423 1.152 1.136
H: -0.336 1.209 1.364
H: 0.442 -0.079 2.197
H: -2.795 -1.927 -0.109
Cl: 1.680 -1.538 -0.062

Force components x, y, z for each atom (eV/Å):
C 0.780 2.500 -0.213
C 1.974 1.844 -0.651
C 0.432 -0.403 0.952
C 0.138 -0.538 0.255
C -1.125 -0.420 -0.039
H -0.929 -0.290 0.929
H -0.537 -1.108 -0.074
H 1.172 -1.082 -0.259
H -0.293 -0.410 0.581
H -0.301 0.354 -0.322
H 0.694 0.524 -0.977
H -2.137 -1.130 -0.082
Cl 0.132 0.159 -0.101

These are the Mulliken partial charges, in e, on atoms 1 to 6: atom 1 (C): -1.215, atom 2 (C): 1.129, atom 3 (C): -1.272, atom 4 (C): -1.362, atom 5 (C): 0.316, atom 6 (H): 0.336


No. 3
The following is a quantum chemistry calculation of the molecule C5H8N2O, from OMol25.

Calculated values
Structure (SMILES): [H]/N=C1\[C@@H]2O[C@@H]2CN1C
Molecular weight (g/mol): 112.13
DFT total energy (Ha): -379.91433
E_HOMO (hartree): -0.32283

Atoms and positions in Å:
C: -1.201 -0.531 1.575
C: 0.772 0.660 0.703
C: 1.382 0.815 -0.486
C: 0.503 0.135 -1.499
C: -0.483 -0.493 -0.711
H: -0.822 -1.441 2.360
H: -1.508 0.424 2.048
H: -1.947 -0.964 0.888
H: 0.200 1.388 1.099
H: 1.469 0.392 1.594
H: 2.099 1.612 -0.734
H: 0.414 0.630 -2.523
H: -1.047 -1.064 -2.291
N: -0.157 -0.270 0.568
N: -1.539 -0.961 -1.383
O: 1.866 -0.332 -1.207

Force components x, y, z for each atom (eV/Å):
C 1.524 -2.596 0.331
C 3.392 -0.793 7.855
C 3.797 1.680 -7.006
C 4.707 2.955 -2.339
C -3.213 -1.172 -2.627
H -1.144 2.880 -1.900
H 0.055 -0.763 0.014
H -0.485 0.150 1.144
H -0.884 4.367 0.930
H -0.520 0.283 -1.272
H -1.028 0.211 0.357
H -0.354 -1.256 1.506
H -1.505 0.028 0.176
N -5.465 -5.471 0.314
N 2.333 -0.098 1.752
O -1.209 -0.404 0.765

These are the Mulliken partial charges, in e, on atoms 1 to 6: atom 1 (C): -0.925, atom 2 (C): -0.665, atom 3 (C): -0.252, atom 4 (C): 0.049, atom 5 (C): 0.437, atom 6 (H): 0.230


No. 4
The following is a quantum chemistry calculation of the molecule C6H11NO, from OMol25.

Calculated values
Structure (SMILES): C[C@H]1CN2C[C@@H]2[C@@H]1O
Molecular weight (g/mol): 113.16
DFT total energy (Ha): -364.91466
E_HOMO (hartree): -0.29866

Atoms and positions in Å:
C: 2.017 0.005 0.393
C: 0.861 0.271 -0.445
C: 0.283 -0.882 -0.912
C: -2.128 -0.588 0.217
C: -1.106 0.111 0.939
C: -0.312 1.199 0.416
H: 1.672 -0.359 1.549
H: 2.471 -1.006 0.170
H: 3.094 0.758 0.312
H: 1.084 0.993 -1.286
H: 0.226 -1.134 -2.026
H: 0.561 -1.707 -0.278
H: -2.527 -1.706 0.695
H: -2.793 0.192 -0.391
H: -0.481 -0.414 1.622
H: 0.274 1.848 1.131
H: -1.226 1.180 -1.067
N: -1.058 -0.719 -0.425
O: -0.914 1.959 -0.614

Force components x, y, z for each atom (eV/Å):
C 4.944 -1.382 3.277
C 2.467 8.329 0.567
C -4.697 -5.288 -1.188
C -9.193 -1.604 0.967
C 1.833 -1.394 -0.469
C 3.634 1.427 -1.810
H 1.005 1.815 -2.639
H -0.231 1.027 -0.384
H -3.773 -1.919 0.734
H 0.183 -0.684 0.901
H 0.559 0.408 1.526
H 1.382 -1.150 -0.648
H -0.182 3.274 -0.685
H -0.566 -2.035 1.965
H -0.242 -0.777 1.076
H -1.018 -0.585 -0.604
H -0.820 -0.116 -1.483
N 4.793 0.395 -2.450
O -0.079 0.257 1.347

These are the Mulliken partial charges, in e, on atoms 1 to 6: atom 1 (C): -1.191, atom 2 (C): 0.359, atom 3 (C): -0.695, atom 4 (C): -0.293, atom 5 (C): -0.468, atom 6 (C): -0.208


No. 5
The following is a quantum chemistry calculation of a cluster of 2 separate species, C2H6N2O2 in total, from OMol25.

Calculated values
Molecular weight (g/mol): 90.08
DFT total energy (Ha): -339.65863
E_HOMO (hartree): -0.32746

Atoms and positions in Å:
C: -1.605 -0.605 0.239
C: 2.021 0.496 0.175
O: -1.534 -1.167 -0.891
O: -2.340 0.602 0.356
N: 0.576 -0.495 -1.489
N: 0.820 -0.081 -0.447
H: -2.611 0.830 -0.545
H: -1.818 -1.226 1.127
H: -0.380 -0.244 0.474
H: 1.734 1.455 0.603
H: 2.333 -0.178 0.971
H: 2.803 0.613 -0.574

Force components x, y, z for each atom (eV/Å):
C -0.345 -0.262 -0.494
C -0.090 0.124 0.080
O 0.297 0.455 0.464
O 0.173 -0.092 -0.078
N 0.116 0.348 0.829
N -0.482 -0.593 -0.790
H 0.074 -0.080 0.067
H 0.208 0.134 -0.035
H 0.200 0.068 0.007
H 0.018 -0.076 -0.019
H -0.059 0.020 -0.051
H -0.110 -0.046 0.021

These are the Mulliken partial charges, in e, on atoms 1 to 6: atom 1 (C): 0.169, atom 2 (C): -0.725, atom 3 (O): -0.544, atom 4 (O): -0.475, atom 5 (N): -0.431, atom 6 (N): 0.352